(1)
{
  "formula": "C4H12N2",
  "method": "wB97M-V/def2-TZVPD",
  "e_lumo_ev": 1.0,
  "de_lowest_kcal_mol": 14.7,
  "homo_ha": -0.321,
  "symbols": ["H", "H", "C", "C", "H", "H", "N", "H", "N", "C", "H", "H", "H", "H", "H", "C", "H", "H"],
  "positions_angstrom": [[2.023, 0.054, 1.177], [-0.477, -1.469, 1.162], [-0.545, 0.709, 1.135], [-0.480, 1.183, -0.320], [0.502, -1.224, -1.391], [-1.003, 2.121, -0.535], [1.474, -0.781, 0.974], [0.873, 0.093, -2.318], [0.153, -0.556, -2.049], [-0.958, 0.153, -1.337], [-1.606, 0.567, 1.382], [0.569, 1.410, -0.510], [-0.220, 1.519, 1.786], [0.117, -0.602, 2.603], [-1.563, 0.552, -2.162], [0.107, -0.622, 1.504], [-1.650, -0.583, -0.926], [1.913, -1.545, 1.463]],
  "forces_ev_per_a": [[-0.11, -0.23, -0.03], [-0.21, -0.09, -0.06], [-1.33, 0.15, -0.34], [0.28, -0.12, -0.15], [0.86, -0.19, 0.13], [-0.13, -0.04, 0.71], [-0.22, 0.40, 0.01], [0.23, 0.08, 0.17], [-1.67, -0.27, 0.43], [0.57, -0.39, -1.74], [0.04, 0.11, 0.09], [0.10, -0.02, -0.34], [0.33, -0.03, 0.13], [-0.18, -0.41, -0.05], [0.12, 0.64, 0.41], [0.78, 0.76, 0.26], [0.31, -0.21, 0.37], [0.24, -0.15, 0.01]]
}

=====

(2)
{
  "formula": "H4O2",
  "method": "wB97M-V/def2-TZVPD",
  "e_lumo_ev": 0.7,
  "de_lowest_kcal_mol": 4.2,
  "homo_ha": -0.418,
  "symbols": ["H", "O", "O", "H", "H", "H"],
  "positions_angstrom": [[1.726, 1.230, -1.306], [-1.060, -0.600, 1.461], [0.920, 0.711, -1.354], [-0.910, -0.390, 0.524], [-0.941, -1.542, 1.434], [1.246, -0.178, -1.504]],
  "forces_ev_per_a": [[0.01, 0.23, 0.07], [0.08, 0.39, -0.78], [-0.02, -0.04, 0.01], [-0.04, 0.47, 0.36], [0.00, -0.80, 0.42], [-0.03, -0.25, -0.07]]
}

=====

(3)
{
  "formula": "C4H6FNOS",
  "method": "wB97M-V/def2-TZVPD",
  "e_lumo_ev": 0.7,
  "de_lowest_kcal_mol": 110.1,
  "homo_ha": -0.331,
  "symbols": ["H", "C", "H", "C", "F", "H", "N", "H", "C", "H", "C", "O", "S", "H"],
  "positions_angstrom": [[-0.650, -2.048, 0.773], [0.036, -0.063, -0.158], [1.504, -1.211, -1.132], [0.864, -0.118, -1.178], [-1.132, 0.918, -2.046], [1.539, 0.797, -1.465], [0.189, -1.205, 0.672], [-1.010, -1.162, -1.781], [-0.502, -0.172, -1.459], [0.993, -1.558, 0.826], [-0.309, 1.135, 0.726], [-0.170, 2.301, 0.554], [-0.783, 0.577, 2.561], [-0.570, 1.808, 3.108]],
  "forces_ev_per_a": [[3.20, 3.69, -0.57], [-4.19, -0.28, 9.91], [-1.67, 3.55, -0.88], [11.50, -0.34, -6.37], [0.58, -0.61, 0.63], [-1.57, -1.78, 0.28], [-11.42, -1.59, 0.11], [0.90, 1.86, 0.60], [-4.88, -2.31, -4.29], [6.91, -2.66, 0.94], [0.53, 0.84, 2.44], [-0.10, -0.55, -0.89], [0.53, 0.48, -1.31], [-0.31, -0.31, -0.59]]
}

=====

(4)
{
  "formula": "C4H7NO",
  "method": "wB97M-V/def2-TZVPD",
  "e_lumo_ev": 0.9,
  "de_lowest_kcal_mol": 26.8,
  "homo_ha": -0.369,
  "symbols": ["H", "C", "N", "H", "H", "C", "C", "C", "H", "H", "H", "H", "O"],
  "positions_angstrom": [[-0.796, 1.669, 0.506], [-0.938, 0.751, -0.079], [-1.474, -1.399, 1.171], [-1.898, 0.798, -0.596], [-0.757, -2.015, 1.573], [0.258, 0.488, -1.009], [1.323, -0.092, -0.056], [-0.739, -0.440, 0.816], [2.081, 0.633, 0.249], [0.616, 1.369, -1.542], [1.818, -0.977, -0.475], [-0.041, -0.272, -1.739], [0.609, -0.494, 1.108]],
  "forces_ev_per_a": [[-0.02, -0.16, -0.11], [0.01, -0.04, 0.00], [0.24, 0.43, -0.02], [0.15, -0.20, 0.19], [-0.73, -0.46, 0.33], [0.08, 0.08, -0.18], [0.21, 0.18, -0.23], [0.04, -0.19, 0.02], [-0.05, 0.01, -0.12], [-0.07, -0.05, 0.02], [-0.03, 0.24, 0.02], [0.12, 0.19, 0.04], [0.05, -0.03, 0.02]]
}

=====

(5)
{
  "formula": "C25H30N4O5Se2Ti",
  "method": "wB97M-V/def2-TZVPD",
  "charge": -2,
  "e_lumo_ev": [4.5, 4.5],
  "s_squared": 2.070,
  "de_lowest_kcal_mol": 33.1,
  "spin_multiplicity": 3,
  "homo_ha": [0.034, -0.056],
  "symbols": ["H", "O", "H", "H", "C", "H", "N", "H", "H", "H", "H", "C", "H", "N", "C", "C", "H", "H", "H", "O", "C", "H", "H", "C", "H", "Se", "C", "C", "C", "O", "O", "C", "C", "H", "C", "C", "N", "H", "C", "H", "C", "H", "Ti", "H", "N", "C", "H", "C", "C", "Se", "H", "H", "H", "H", "C", "H", "H", "H", "C", "C", "O", "C", "C", "H", "H", "C", "C"],
  "positions_angstrom": [[4.024, 0.750, -0.541], [0.129, 2.013, 0.719], [2.585, 1.663, -0.053], [-3.147, -4.010, 3.425], [2.738, -0.273, 0.806], [-2.537, 4.818, -0.227], [1.303, -1.856, 1.028], [3.944, 1.479, 1.077], [0.089, 8.103, 0.622], [0.393, -2.306, 0.958], [0.163, -0.952, 3.523], [-0.099, 7.038, 0.571], [1.334, -1.801, -1.704], [1.480, -0.623, 0.507], [-2.024, -2.355, 2.677], [3.362, 0.982, 0.299], [0.033, -1.433, -5.742], [-4.182, 0.936, 0.351], [4.351, -1.309, 1.932], [-1.455, -2.245, -4.653], [-1.579, 5.204, 0.084], [1.459, 4.079, 1.100], [-5.188, -3.415, 2.150], [0.901, 6.129, 0.912], [-0.963, -1.261, 4.871], [-1.138, -1.958, -1.294], [-4.308, -2.787, 2.080], [-3.172, -3.135, 2.792], [-1.982, -1.244, 1.820], [-0.858, -0.584, 1.680], [2.949, -0.804, -2.979], [-4.337, -1.638, 1.317], [2.106, -1.152, -4.039], [2.059, -4.386, 1.692], [0.609, -1.291, -3.666], [0.531, -2.112, -2.376], [-2.067, 2.426, 0.141], [-1.123, -0.029, -3.368], [-0.265, -1.733, 4.165], [2.192, -0.413, -4.852], [0.678, 4.778, 0.835], [0.662, -3.173, -2.609], [-0.350, 0.329, 0.154], [-5.247, -1.354, 0.801], [-2.101, 1.084, 0.253], [-0.083, -2.033, -4.828], [0.430, -3.000, -4.998], [-3.224, 0.426, 0.499], [-1.339, 6.552, 0.157], [0.616, 1.294, -2.128], [1.865, 6.503, 1.241], [2.503, -0.059, -2.525], [-2.122, 7.256, -0.103], [-1.616, -2.342, -3.695], [2.444, -3.618, 2.362], [3.466, -3.869, 2.649], [2.468, -2.115, -4.420], [1.818, -3.617, 3.256], [-3.195, -0.829, 1.168], [2.404, -2.295, 1.683], [-0.897, -2.751, 3.419], [-0.573, 4.273, 0.422], [3.350, -1.300, 1.542], [0.079, 0.626, -4.501], [0.532, -2.224, 4.733], [-0.052, 0.084, -3.560], [-0.826, 2.861, 0.392]],
  "forces_ev_per_a": [[-0.05, 0.06, 0.03], [1.00, 2.46, 0.81], [0.14, -0.06, 0.03], [0.02, -0.08, 0.05], [-0.32, -0.38, -0.18], [-0.06, -0.01, -0.03], [1.28, -0.39, 0.54], [0.02, -0.06, 0.04], [-0.01, 0.05, 0.01], [0.02, 0.23, -0.20], [-0.10, -0.22, 0.20], [0.14, -0.03, 0.05], [-0.11, -0.16, -0.22], [1.72, -0.87, 0.83], [0.11, 0.23, 0.05], [-0.31, 0.18, -0.05], [0.05, -0.07, -0.01], [0.15, -0.13, -0.06], [0.15, -0.01, 0.01], [-0.42, -0.14, 0.15], [0.15, -0.46, 0.02], [-0.02, -0.10, -0.02], [-0.07, 0.00, 0.00], [-0.05, 0.70, -0.04], [-0.01, -0.07, -0.06], [0.28, -0.12, -0.28], [-0.23, -0.05, 0.13], [0.24, -0.11, 0.10], [-0.64, -0.62, 0.60], [-0.50, -0.87, 1.67], [0.38, 0.17, 0.26], [0.01, 0.05, -0.13], [-0.39, -0.16, -0.50], [0.03, -0.11, 0.04], [0.01, 0.05, -0.09], [-0.28, -0.07, 0.48], [0.48, 0.80, 0.31], [0.23, -0.03, -0.09], [0.23, 0.30, 0.12], [-0.04, -0.07, -0.05], [-0.30, -0.67, -0.07], [0.12, 0.06, -0.03], [1.09, -2.38, -3.35], [0.00, 0.03, -0.05], [-1.22, 1.21, 0.14], [0.63, 0.04, -0.05], [0.01, 0.13, 0.07], [-1.05, 0.17, 0.10], [0.09, 0.43, 0.04], [0.00, -0.22, -0.74], [0.03, -0.04, -0.02], [0.00, 0.13, 0.09], [-0.05, -0.01, -0.03], [-0.12, 0.09, 0.03], [-0.08, -0.02, 0.01], [-0.03, 0.00, -0.05], [0.00, 0.01, -0.03], [-0.02, -0.01, -0.01], [0.27, 0.08, 0.13], [-0.60, 0.40, -0.57], [-0.36, -0.05, -0.56], [0.10, 0.76, -0.02], [0.02, -0.07, 0.13], [-0.01, -0.09, -0.03], [-0.07, 0.05, 0.00], [-0.06, 0.37, 0.35], [-1.62, -0.23, -0.02]]
}

=====

(6)
{
  "formula": "C2H4INO",
  "method": "wB97M-V/def2-TZVPD",
  "e_lumo_ev": [0.1, 0.0],
  "de_lowest_kcal_mol": 63.8,
  "homo_ha": [-0.289, -0.278],
  "symbols": ["C", "H", "C", "H", "H", "I", "N", "O", "H"],
  "positions_angstrom": [[-0.453, 0.745, 0.758], [-1.344, -0.179, -0.767], [1.446, -0.801, -0.193], [-2.419, 1.104, 0.072], [1.533, -1.397, 0.758], [0.506, -1.510, -1.830], [-1.419, 0.705, -0.108], [0.025, 1.386, 1.669], [2.126, -0.053, -0.360]],
  "forces_ev_per_a": [[3.84, 0.75, 1.65], [-0.40, 2.22, 1.38], [-2.44, -0.82, 2.83], [2.51, -0.83, -0.34], [-0.17, 0.46, -1.50], [-0.17, -0.65, -0.62], [-2.72, -1.54, -1.26], [-1.95, -1.19, -1.73], [1.50, 1.60, -0.41]]
}

=====

no.,total energy (eV)
1,-7322.38967
2,-4159.75694
3,-21331.13265
4,-7798.48268
5,-196420.04097
6,-13773.65311